1.
DFT (the ωB97M-V functional and the def2-TZVPD basis) results for a molecular structure, C33H43ClF11I2NNbO22.

The geometry in XYZ format:
```
114
Properties=species:S:1:pos:R:3
C -1.35725 -2.17278 5.34287
C -0.06744 -2.93981 5.11459
O 0.94843 -2.06745 4.63798
C 1.15741 -2.15179 3.24050
Nb 2.25706 -0.46542 2.32761
I 3.53116 1.59003 0.81553
C 2.06453 -1.86364 0.53132
C 1.15440 -3.00468 0.46776
O 1.35525 -4.13121 0.76988
I -0.83840 -2.56053 -0.31576
C 1.54515 0.85143 4.00638
C 1.75738 0.53779 5.47605
C 3.09899 -0.02417 5.89396
Cl 1.48142 2.10481 6.42889
O 3.94824 -1.12597 2.91223
C 5.24353 -1.32153 2.37161
C 6.32151 -0.54211 3.14140
N 5.85825 0.73681 3.65346
C 6.68168 1.88812 3.35972
C 6.46578 3.05678 4.31956
C 5.00443 3.45673 4.49587
O 6.99269 2.78294 5.62290
C 0.18722 0.34047 1.58615
O -0.82532 -0.06209 2.13903
C -0.15199 1.45686 0.57374
F 0.41444 1.22424 -0.63307
F 0.31850 2.63825 1.04884
C -1.66699 1.64978 0.30039
F -1.77331 2.77743 -0.45590
F -2.12636 0.62111 -0.44275
C -2.66232 1.80632 1.52062
F -3.37216 0.67986 1.67466
F -3.56407 2.77829 1.14943
C -2.06553 2.28914 2.86577
O -1.60463 3.38866 2.92852
O -2.20667 1.42063 3.85030
H -1.70918 -1.74024 4.40234
H -1.18321 -1.35108 6.04286
H -2.13970 -2.81849 5.74992
H 0.29967 -3.38242 6.04652
H -0.22490 -3.74850 4.39141
H 1.79812 -3.01730 3.00419
H 0.20260 -2.29531 2.72047
H 1.88237 -1.19072 -0.30883
H 3.06705 -2.30263 0.43059
H 2.01894 1.81370 3.75939
H 0.47510 1.03007 3.88614
H 0.95832 -0.09070 5.84154
H 3.93018 0.60661 5.57024
H 3.14074 -0.11506 6.98038
H 3.21028 -1.01823 5.46037
H 5.25364 -1.07660 1.30567
H 5.47712 -2.38848 2.45837
H 7.16150 -0.39721 2.44706
H 6.69244 -1.16555 3.96385
H 4.89930 0.88596 3.37256
H 7.73144 1.58263 3.44404
H 6.54540 2.26116 2.32871
H 7.01123 3.90509 3.88288
H 4.30824 2.64323 4.29359
H 4.83319 3.76407 5.52692
H 4.74056 4.28833 3.83940
H 7.95150 2.83220 5.58122
H -1.49868 1.54982 4.50312
C -6.28871 1.46307 -0.31039
C -6.16413 1.37044 -1.82014
O -7.35557 1.98769 -2.26226
C -7.78100 2.85059 -1.29474
O -8.62649 3.66540 -1.44561
O -7.08706 2.63926 -0.15444
F -6.13014 0.09511 -2.27418
H -6.83080 0.59962 0.07835
H -5.33814 1.57766 0.19607
H -5.30992 1.90749 -2.23695
C 0.27369 -3.41862 -5.80660
C -0.68700 -2.46099 -5.12806
O -0.23228 -2.45467 -3.80049
C 1.09338 -2.77377 -3.79260
O 1.83162 -2.63218 -2.88107
O 1.44903 -3.26134 -5.01123
F -1.97303 -2.90023 -5.16196
H -0.09467 -4.44284 -5.72454
H 0.49032 -3.18432 -6.84237
H -0.66549 -1.43766 -5.51055
C -4.76976 -1.31137 -6.69268
C -4.95690 -1.08303 -8.18167
O -5.24103 -2.37845 -8.65507
C -5.77735 -3.10632 -7.62907
O -6.31968 -4.14945 -7.75927
O -5.60619 -2.44624 -6.46323
F -3.83290 -0.61992 -8.78306
H -3.73337 -1.57713 -6.47904
H -5.08478 -0.48273 -6.06674
H -5.78317 -0.41982 -8.44480
C -3.22310 6.14415 2.48252
C -4.57907 5.49441 2.69034
O -5.47166 6.56274 2.43946
C -4.85329 7.45797 1.62112
O -5.39887 8.35078 1.06272
O -3.53661 7.17385 1.53665
F -4.76040 5.05176 3.95815
H -2.88530 6.59979 3.41502
H -2.46443 5.47730 2.08935
H -4.79667 4.67865 2.00164
C 3.51912 -5.18114 -9.72097
C 2.91247 -3.97388 -9.02530
O 1.73403 -4.51631 -8.47019
C 1.92082 -5.85511 -8.26908
O 1.21344 -6.53812 -7.61330
O 3.03070 -6.26122 -8.92564
F 2.58579 -2.98302 -9.88668
H 3.12088 -5.26054 -10.73393
H 4.60395 -5.19351 -9.73463
H 3.52148 -3.55148 -8.22385
```

HOMO level = -6.26 eV
electronic energy = -5204.51149 a.u.
lowest unoccupied orbital energy = 0.0460 Eh
charge = -1

Results of the Löwdin charge analysis, in e, for atoms 1 through 99:
1. C -0.067
2. C -0.272
3. O -0.253
4. C -0.314
5. Nb 1.506
6. I 0.256
7. C -0.319
8. C -0.921
9. O -0.014
10. I 0.889
11. C -0.328
12. C -0.754
13. C -0.139
14. Cl 0.514
15. O -0.439
16. C -0.280
17. C -0.202
18. N -0.063
19. C -0.213
20. C -0.416
21. C -0.034
22. O -0.049
23. C -0.351
24. O -0.060
25. C -0.480
26. F 0.069
27. F 0.066
28. C -0.335
29. F 0.124
30. F 0.093
31. C -0.323
32. F 0.136
33. F 0.085
34. C -0.441
35. O 0.159
36. O 0.152
37. H 0.073
38. H 0.070
39. H 0.072
40. H 0.115
41. H 0.118
42. H 0.072
43. H 0.046
44. H 0.025
45. H 0.072
46. H 0.032
47. H 0.017
48. H 0.057
49. H 0.059
50. H 0.070
51. H 0.064
52. H 0.076
53. H 0.118
54. H 0.113
55. H 0.110
56. H 0.005
57. H 0.116
58. H 0.101
59. H 0.131
60. H 0.039
61. H 0.083
62. H 0.081
63. H 0.079
64. H 0.135
65. C -0.038
66. C -0.312
67. O 0.125
68. C -0.551
69. O 0.181
70. O 0.075
71. F 0.074
72. H 0.149
73. H 0.111
74. H 0.173
75. C -0.054
76. C -0.312
77. O 0.079
78. C -0.546
79. O 0.175
80. O 0.067
81. F 0.067
82. H 0.147
83. H 0.123
84. H 0.173
85. C -0.044
86. C -0.319
87. O 0.128
88. C -0.547
89. O 0.185
90. O 0.078
91. F 0.070
92. H 0.126
93. H 0.141
94. H 0.171
95. C -0.042
96. C -0.313
97. O 0.131
98. C -0.557
99. O 0.171

2.
DFT (the ωB97M-V functional and the def2-TZVPD basis) results for a molecular structure, C2H4HgLiO2.

The geometry in XYZ format:
```
10
Properties=species:S:1:pos:R:3
O 1.49624 -0.66321 -2.59044
Hg 2.63348 -0.47529 -4.29187
Li 0.41078 -0.69300 -1.14695
C -0.67557 -0.75920 1.55897
C -0.57987 1.27819 0.69846
O -0.61341 -0.01697 0.47594
H -0.02081 -1.62626 1.53840
H -1.49882 -0.59449 2.25251
H -1.53822 1.79442 0.67218
H 0.38620 1.75581 0.83281
```

HOMO level (spin up / spin down) = -12.58 / -12.01 eV
<S²> = 2.97
electronic energy = -389.55967 a.u.
lowest unoccupied orbital energy (spin up / spin down) = -0.1218 / -0.2406 Eh
charge = +1
2S+1 = 3
relative energy (zero: lowest compared OMol25 entry of this formula, charge and spin) = 70.41 kcal per mole

Löwdin analysis output, partial charges in e:
1. O -0.702
2. Hg 0.901
3. Li 0.715
4. C -0.001
5. C -0.002
6. O -0.283
7. H 0.083
8. H 0.097
9. H 0.099
10. H 0.093

3.
DFT (the ωB97M-V functional and the def2-TZVPD basis) results for 4 unconnected molecules or ions with the total composition C5H14O3.

The geometry in XYZ format:
```
22
Properties=species:S:1:pos:R:3
C 0.83660 1.36832 1.79601
C 0.36186 1.25968 0.33604
C 0.27474 -0.03390 -0.24622
C -0.17108 -0.28806 -1.61999
C -0.25410 -1.64086 -2.05166
H 1.78972 1.76976 1.79367
H 0.91884 0.38969 2.37602
H 0.24312 2.01477 2.45163
H 0.46854 2.09003 -0.25955
H 0.68193 -0.82674 0.38526
H -0.45146 0.53696 -2.26628
H -0.51194 -1.85071 -3.08816
H -0.04156 -2.41213 -1.32305
H 3.20037 0.33192 -0.42989
H 3.59482 1.77698 -0.43271
O 3.90726 0.87597 -0.52311
H -3.53222 0.76935 0.56128
H -2.02870 0.82923 0.26140
O -2.70106 0.38160 0.72699
H -2.37124 -1.64388 0.55735
H -2.41492 -3.22374 0.44561
O -1.79951 -2.47424 0.54933
```

HOMO level (spin up / spin down) = -14.57 / -14.70 eV
<S²> = 0.79
electronic energy = -424.24283 a.u.
lowest unoccupied orbital energy (spin up / spin down) = -0.2033 / -0.2923 Eh
charge = +1
2S+1 = 2
relative energy (zero: lowest compared OMol25 entry of this formula, charge and spin) = 7.27 kcal per mole

Löwdin analysis output, partial charges in e:
1. C -0.026
2. C 0.011
3. C -0.044
4. C -0.033
5. C 0.211
6. H 0.058
7. H 0.125
8. H 0.104
9. H 0.102
10. H 0.135
11. H 0.124
12. H 0.101
13. H 0.082
14. H -0.051
15. H 0.042
16. O 0.012
17. H 0.048
18. H -0.015
19. O 0.011
20. H 0.037
21. H 0.059
22. O -0.093

4.
DFT (the ωB97M-V functional and the def2-TZVPD basis) results for 2 unconnected molecules or ions with the total composition C7H15NS.

The geometry in XYZ format:
```
24
Properties=species:S:1:pos:R:3
C 3.71911 0.92977 0.75531
C 2.89808 -1.14775 -1.06210
C -2.65022 -0.09424 -0.27183
C -2.02966 -1.04563 0.76682
C -2.13893 1.34761 -0.21071
C -0.50356 -1.07301 0.60473
C -0.61079 1.05423 -0.43420
N -0.08965 0.33998 0.63912
S 2.43532 0.11928 -0.09154
H 3.49538 2.06896 0.95968
H 3.82146 0.30977 1.67205
H 2.04350 -1.74746 -1.62985
H 3.70755 -1.86625 -0.77960
H -2.30239 -0.58174 -1.15169
H -3.78430 -0.27554 -0.10633
H -2.14750 -0.78752 1.85184
H -2.35878 -1.99446 0.74930
H -2.44541 1.93475 -0.96797
H -2.24354 1.73907 0.80771
H -0.09967 -1.74389 1.42897
H -0.14667 -1.34077 -0.45933
H -0.53763 0.62626 -1.51846
H -0.13931 2.10370 -0.49378
H 2.10761 1.12486 -1.05814
```

HOMO level (spin up / spin down) = -7.17 / -7.17 eV
electronic energy = -728.32352 a.u.
lowest unoccupied orbital energy (spin up / spin down) = -0.0504 / -0.0505 Eh
charge = 0
relative energy (zero: lowest compared OMol25 entry of this formula, charge and spin) = 165.66 kcal per mole

Löwdin analysis output, partial charges in e:
1. C -0.361
2. C -0.369
3. C -0.205
4. C -0.210
5. C -0.147
6. C -0.278
7. C -0.379
8. N -0.096
9. S 0.825
10. H 0.038
11. H -0.018
12. H 0.048
13. H 0.021
14. H 0.086
15. H 0.137
16. H 0.129
17. H 0.059
18. H 0.063
19. H 0.121
20. H 0.126
21. H 0.105
22. H 0.134
23. H 0.121
24. H 0.050

5.
DFT (the ωB97M-V functional and the def2-TZVPD basis) results for a molecular structure, C27H47As3Cl5NaO6.

The geometry in XYZ format:
```
89
Properties=species:S:1:pos:R:3
Na 1.97872 -0.41555 -0.64165
C 0.37934 -1.06138 -3.16677
C 0.97328 0.32471 -3.34300
O 0.48013 1.14294 -2.29336
C 1.02937 2.44445 -2.24482
C 2.48822 2.49536 -1.78897
O 2.66898 1.56320 -0.73706
C 3.80145 1.80415 0.08770
C 4.14972 0.51791 0.82189
O 2.95048 -0.04840 1.33618
C 3.10762 -1.37197 1.83720
C 1.73597 -2.02697 1.85958
O 1.18185 -1.86192 0.56651
C 0.42726 -2.91576 -0.00295
C 0.61835 -2.82268 -1.51767
O 0.62593 -1.44035 -1.83061
H -0.70013 -1.04138 -3.35324
H 0.85630 -1.74761 -3.87429
H 2.06695 0.24983 -3.29346
H 0.69240 0.73403 -4.32011
H 0.94839 2.94413 -3.21850
H 0.41459 2.98492 -1.52809
H 3.18040 2.26160 -2.60435
H 2.69917 3.51361 -1.44459
H 4.66640 2.10433 -0.51040
H 3.56882 2.60648 0.79783
H 4.60476 -0.18622 0.12067
H 4.86277 0.73382 1.62530
H 3.75317 -1.94003 1.16402
H 3.55058 -1.36689 2.84058
H 1.84858 -3.08554 2.11055
H 1.09001 -1.54703 2.60325
H 0.77872 -3.88858 0.35161
H -0.62937 -2.79393 0.25652
H 1.58077 -3.26116 -1.79688
H -0.19066 -3.34441 -2.03881
Cl 8.01050 -4.33422 -3.90774
C 6.69738 -3.52563 -3.13253
C 6.43489 -2.18004 -3.39342
Cl 7.43713 -1.31594 -4.49943
C 5.37752 -1.53704 -2.77206
Cl 5.08592 0.14902 -3.05651
C 4.49788 -2.18874 -1.85673
O 3.52238 -1.59842 -1.30006
C 4.81101 -3.55803 -1.62224
Cl 3.76010 -4.42338 -0.54498
C 5.87416 -4.20471 -2.23533
Cl 6.18703 -5.86572 -1.89069
C -0.51663 3.23150 1.05405
As -0.14121 1.30450 1.28789
C 0.95245 1.65255 2.89172
C -1.71273 0.82235 2.44157
C -3.21639 0.74571 2.07227
C -3.92541 0.52772 3.41902
C -3.57682 -0.43995 1.16491
As -2.77423 -0.56020 -0.63654
C -4.10343 0.45530 -1.67929
C -3.62689 -2.30175 -1.01554
C -3.65231 2.08968 1.46158
As -5.52111 2.65504 1.04695
C -6.74720 1.13066 1.29864
C -5.91785 3.46316 2.79349
H -0.96494 3.64444 1.95942
H -1.17713 3.43313 0.21120
H 0.43351 3.74021 0.87556
H 0.44102 2.34979 3.55917
H 1.90483 2.08204 2.58481
H 1.16257 0.72928 3.43166
H -1.64407 1.53276 3.27126
H -1.42412 -0.15169 2.85608
H -3.54567 -0.37081 3.91242
H -4.99937 0.40447 3.28652
H -3.75812 1.37771 4.08629
H -4.65906 -0.47674 1.03402
H -3.28927 -1.36775 1.67092
H -5.10915 0.30209 -1.29038
H -4.06990 0.09578 -2.70816
H -3.88196 1.52143 -1.68790
H -4.67307 -2.28434 -0.70240
H -3.11950 -3.11418 -0.49463
H -3.58941 -2.50428 -2.08667
H -3.12262 2.22755 0.51762
H -3.31232 2.89409 2.12110
H -6.72866 0.45307 0.44803
H -7.74002 1.57999 1.34388
H -6.58399 0.56869 2.21476
H -5.28470 4.33557 2.95344
H -5.76292 2.75537 3.60947
H -6.95732 3.79119 2.80367
```

HOMO level = -7.25 eV
electronic energy = -10678.97979 a.u.
lowest unoccupied orbital energy = 0.0050 Eh
charge = 0

Löwdin analysis output, partial charges in e:
1. Na 0.141
2. C -0.153
3. C -0.160
4. O -0.149
5. C -0.162
6. C -0.165
7. O -0.209
8. C -0.151
9. C -0.152
10. O -0.191
11. C -0.151
12. C -0.144
13. O -0.215
14. C -0.146
15. C -0.151
16. O -0.218
17. H 0.123
18. H 0.141
19. H 0.112
20. H 0.138
21. H 0.134
22. H 0.101
23. H 0.101
24. H 0.135
25. H 0.128
26. H 0.128
27. H 0.115
28. H 0.141
29. H 0.110
30. H 0.139
31. H 0.132
32. H 0.117
33. H 0.121
34. H 0.108
35. H 0.097
36. H 0.136
37. Cl 0.647
38. C -0.730
39. C -0.710
40. Cl 0.669
41. C -0.584
42. Cl 0.726
43. C -0.484
44. O -0.136
45. C -0.582
46. Cl 0.722
47. C -0.709
48. Cl 0.669
49. C -0.329
50. As 1.192
51. C -0.308
52. C -0.359
53. C -0.660
54. C -0.072
55. C -0.367
56. As 1.138
57. C -0.333
58. C -0.331
59. C -0.387
60. As 1.124
61. C -0.352
62. C -0.354
63. H 0.022
64. H 0.010
65. H 0.019
66. H 0.026
67. H 0.013
68. H 0.019
69. H 0.063
70. H 0.070
71. H 0.088
72. H 0.052
73. H 0.086
74. H 0.050
75. H 0.078
76. H 0.005
77. H 0.017
78. H 0.005
79. H 0.023
80. H 0.009
81. H 0.017
82. H 0.021
83. H 0.061
84. H -0.003
85. H 0.016
86. H 0.004
87. H 0.015
88. H 0.012
89. H 0.015

6.
DFT (the ωB97M-V functional and the def2-TZVPD basis) results for a single C2H6O2S molecule.

The geometry in XYZ format:
```
11
Properties=species:S:1:pos:R:3
O -0.58324 -1.31799 0.17834
C -0.46141 -0.03953 -0.23942
O -1.74976 0.41380 -0.21579
C 0.70068 0.62552 0.52912
S 2.23391 -0.05882 -0.07689
H -1.51791 -1.65935 -0.01249
H 0.00541 -0.12154 -1.48879
H -1.94817 1.34909 -0.20946
H 0.71489 0.49500 1.59812
H 0.59533 1.69089 0.23569
H 2.01028 -1.37709 -0.29844
```

HOMO level = -9.04 eV
SMILES string = OC(O)CS
electronic energy = -628.41483 a.u.
lowest unoccupied orbital energy = 0.0230 Eh
charge = 0
relative energy (zero: lowest compared OMol25 entry of this formula, charge and spin) = 34.19 kcal per mole

Löwdin analysis output, partial charges in e:
1. O -0.044
2. C -0.647
3. O 0.021
4. C -0.512
5. S 0.705
6. H 0.154
7. H 0.179
8. H 0.105
9. H 0.065
10. H 0.092
11. H -0.119